Entry 1:
# C4H7OS2

An isolated ion of composition C4H7OS2 and charge -1 (ωB97M-V/def2-TZVPD, the Open Molecules 2025 dataset).

Output
* charge: -1
* SMILES: CC[C@@H](S)C([O-])=S
* 2S+1: 1
* F_max: 5.7 eV Å⁻¹
* ΔE to the lowest compared entry with this formula, charge and spin: 4.0 kcal/mol

XYZ file:
```
14
C4H7OS2 ωB97M-V/def2-TZVPD
C -0.33 1.52 -1.03
C -0.17 0.07 -0.85
C 0.32 -0.22 0.55
S -0.91 0.39 1.74
C 0.64 -1.73 0.88
O 0.10 -2.24 1.78
S 1.75 -2.43 -0.26
H -0.86 2.02 -0.21
H -0.94 1.68 -1.84
H 0.66 2.01 -1.08
H 0.47 -0.35 -1.58
H -1.12 -0.39 -0.98
H 1.23 0.53 0.58
H -0.84 -0.86 2.30
```

Entry 2:
# C14H22AlF6N3O2

C14H22AlF6N3O2 as an isolated structure (ωB97M-V/def2-TZVPD, the Open Molecules 2025 dataset).

Output
* DFT total energy: -1703.198400 Ha
* 2S+1: 1
* F_max: 1.1 eV Å⁻¹

XYZ file:
```
48
C14H22AlF6N3O2 ωB97M-V/def2-TZVPD
C 1.15 -3.27 1.12
C 0.51 -2.26 1.17
C 0.02 -0.90 1.35
C -1.46 -0.83 0.88
N -1.55 -0.16 -0.45
C -2.90 -0.23 -1.07
O -3.86 -0.44 -0.42
N -2.84 -0.04 -2.48
C -2.60 -1.25 -3.21
O -2.07 -1.32 -4.25
F -3.00 -2.34 -2.53
C -0.98 1.26 -0.45
C -1.98 2.38 -0.20
C -2.93 2.28 0.98
F -2.71 2.63 -1.37
C 0.16 1.34 0.59
N 0.91 0.12 0.75
C 1.65 -0.32 -0.45
C 2.41 0.81 -1.18
C 1.76 1.21 -2.53
C 3.84 0.30 -1.50
H 1.57 -4.25 1.12
H 0.01 -0.72 2.43
H -1.82 -1.85 0.73
H -2.15 -0.38 1.59
H -0.92 -0.71 -1.05
H -3.74 0.34 -2.75
H -0.57 1.42 -1.44
H -1.36 3.26 -0.04
H -2.46 1.86 1.87
H -3.24 3.29 1.24
H -3.85 1.75 0.73
H -0.30 1.54 1.56
H 0.77 2.21 0.36
H 1.03 -0.87 -1.18
H 2.39 -1.03 -0.11
H 2.55 1.68 -0.55
H 1.15 0.39 -2.91
H 1.18 2.13 -2.47
H 2.53 1.38 -3.28
H 4.24 -0.35 -0.72
H 3.91 -0.15 -2.49
H 4.51 1.17 -1.52
F 0.78 -1.53 4.22
Al 2.22 -2.24 4.82
F 2.44 -3.70 4.00
F 2.10 -2.49 6.48
F 3.50 -1.20 4.47
```

Entry 3:
# C27H28BrCrN3O2P2

C27H28BrCrN3O2P2 as an isolated structure (ωB97M-V/def2-TZVPD, the Open Molecules 2025 dataset).

Output
* charge: +1
* expectation value of S²: 3.80
* 2S+1: 4
* F_max: 1.8 eV Å⁻¹
* ΔE to the lowest compared entry with this formula, charge and spin: 0.0 kcal/mol

XYZ file:
```
64
C27H28BrCrN3O2P2 ωB97M-V/def2-TZVPD
Cr -9.75 -13.43 -4.05
Br -12.53 -12.07 -1.68
C -12.77 -13.69 -2.61
C -13.99 -14.34 -2.41
C -14.19 -15.50 -3.11
C -13.21 -16.02 -3.90
C -12.05 -15.33 -4.04
N -11.79 -14.16 -3.40
C -10.99 -15.81 -5.02
O -11.26 -16.84 -5.60
O -9.97 -15.04 -5.15
H -14.75 -13.86 -1.80
H -15.13 -16.00 -3.02
H -13.30 -16.96 -4.42
C -12.52 -12.57 -6.27
P -10.86 -12.05 -5.68
C -9.93 -11.75 -7.20
C -11.12 -10.36 -4.95
C -11.86 -9.35 -5.57
C -11.91 -8.04 -5.10
C -11.25 -7.73 -3.91
C -10.51 -8.75 -3.26
C -10.37 -10.03 -3.79
P -9.26 -11.26 -3.02
C -7.59 -10.66 -3.44
C -9.21 -11.02 -1.22
H -13.03 -11.76 -6.75
H -13.14 -12.88 -5.46
H -12.38 -13.40 -6.98
H -10.59 -11.29 -7.92
H -9.50 -12.69 -7.58
H -9.15 -11.05 -7.00
H -12.29 -9.56 -6.55
H -12.42 -7.27 -5.65
H -11.30 -6.74 -3.51
H -9.99 -8.49 -2.36
H -7.40 -9.68 -2.92
H -7.52 -10.43 -4.51
H -6.79 -11.36 -3.20
H -8.78 -10.04 -0.98
H -8.49 -11.72 -0.83
H -10.12 -11.22 -0.68
N -8.08 -15.64 -2.93
C -7.91 -16.47 -1.91
C -8.67 -16.01 -0.85
C -9.26 -14.84 -1.31
N -8.93 -14.64 -2.59
H -7.66 -15.62 -3.86
H -7.35 -17.41 -2.01
H -8.77 -16.51 0.10
H -9.89 -14.13 -0.78
C -8.04 -13.34 -5.09
C -7.22 -13.27 -6.00
C -6.47 -13.18 -7.20
C -6.59 -14.21 -8.12
C -5.88 -14.16 -9.32
C -5.05 -13.09 -9.59
C -4.87 -12.08 -8.66
C -5.59 -12.13 -7.45
H -7.24 -15.04 -7.84
H -5.98 -14.97 -10.03
H -4.50 -13.00 -10.53
H -4.26 -11.23 -8.86
H -5.52 -11.29 -6.78
```

Question: What is the 2S+1 in the second record?
Answer: 1